The following is a DFT calculation (ωB97M-V/def2-TZVPD) of a 2-piece molecular cluster, C5H11NO2 overall.

XYZ file:
```
19
Properties=species:S:1:pos:R:3:forces:R:3
C 0.9367 0.2119 1.0293 0.121 -0.053 -0.211
C 1.3725 0.4177 -1.4037 -0.199 0.031 0.327
C -2.6174 -0.9991 0.6057 -0.018 0.005 -0.012
C -1.3377 -0.2229 0.4867 0.115 0.221 -0.230
N -1.2121 0.7434 -0.4290 -0.053 -0.221 0.249
C -0.2030 -0.5517 1.2266 -0.005 -0.008 -0.019
O 2.1466 -0.2351 1.3768 -0.253 0.099 -0.121
O 2.5210 1.1594 -0.9099 0.002 -0.063 -0.065
H 2.7768 0.3381 0.8986 -0.057 -0.010 0.021
H 3.2271 1.1460 -1.5655 -0.103 -0.017 0.051
H 0.8602 1.2708 0.8255 0.000 0.004 -0.060
H -0.1503 0.7531 -0.8570 0.164 -0.054 0.020
H -1.9930 0.8667 -1.0608 0.016 -0.034 0.079
H 1.6011 -0.6486 -1.4968 0.064 0.041 -0.034
H 1.0718 0.8236 -2.3784 0.081 -0.021 0.019
H -0.1441 -1.4904 1.7601 -0.013 0.006 -0.014
H -3.4576 -0.3266 0.7971 0.068 -0.016 -0.014
H -2.5694 -1.7218 1.4195 0.031 0.043 -0.036
H -2.8292 -1.5346 -0.3248 0.040 0.047 0.051
```
Forces are in eV/Å.

**HOMO level**: -7.3 eV
**DFT total energy**: -10945.2161 eV
**Spin multiplicity**: 1